# 1
A structure of composition C33H42Cl2N8PbS. Source: OMol25; level of theory: the ωB97M-V functional and the def2-TZVPD basis.

ORCA input file:
```
! RIJCOSX wB97M-V def2-TZVPD def2/J DEFGRID3
* xyz 2 1
Pb 0.929 -0.082 0.917
C 2.972 3.141 -1.258
C 2.410 3.853 -0.021
C 1.531 2.994 0.908
N 0.614 2.141 0.157
C -0.440 2.643 -0.427
C -1.051 3.849 0.066
C -1.930 4.753 -0.444
C -2.362 4.871 -1.778
C -2.171 3.923 -2.734
C -1.698 2.606 -2.569
C -1.094 1.917 -1.537
N -1.100 0.536 -1.645
C -2.196 -0.190 -2.319
C -1.721 -1.640 -2.406
C -0.562 -1.679 -1.413
N 0.030 -0.316 -1.427
C 1.051 -0.185 -2.482
C 0.657 -0.004 -3.764
C 1.395 0.192 -4.974
C 2.708 -0.024 -5.195
C 3.664 -0.451 -4.223
C 3.545 -0.424 -2.881
C 2.435 -0.081 -2.007
N 2.619 0.273 -0.778
C 3.879 0.857 -0.343
C 4.161 2.187 -1.073
H 3.310 3.920 -1.944
H 2.154 2.610 -1.747
H 1.793 4.682 -0.377
H 3.221 4.276 0.576
H 1.013 3.661 1.604
H 2.174 2.344 1.509
H -0.772 4.039 1.097
H -2.274 5.521 0.239
H -2.884 5.778 -2.052
H -2.493 4.168 -3.739
H -1.834 2.017 -3.467
H -2.438 0.203 -3.306
H -3.093 -0.091 -1.705
H -1.393 -1.904 -3.409
H -2.502 -2.339 -2.116
H 0.196 -2.423 -1.640
H -0.952 -1.886 -0.418
H -0.410 0.053 -3.930
H 0.796 0.496 -5.824
H 3.080 0.106 -6.204
H 4.618 -0.777 -4.618
H 4.427 -0.727 -2.326
H 4.729 0.184 -0.493
H 3.795 1.043 0.728
H 4.534 1.947 -2.071
H 4.966 2.693 -0.537
Cl 4.129 -1.926 1.740
C 4.105 -1.148 3.327
Cl 2.940 0.196 3.382
H 5.088 -0.739 3.531
H 3.808 -1.878 4.069
C -0.566 1.979 3.816
C -1.582 1.158 3.103
N -1.382 0.390 2.050
C -2.591 -0.202 1.759
C -3.531 0.217 2.646
N -2.875 1.075 3.493
H 0.410 1.855 3.355
H -0.497 1.679 4.862
H -0.829 3.038 3.797
H -2.703 -0.890 0.936
H -4.576 -0.014 2.748
H -3.285 1.549 4.280
C -2.365 -5.107 4.799
C -2.120 -4.820 3.359
C -2.936 -5.204 2.332
C -2.591 -4.829 1.019
N -1.533 -4.068 0.765
C -0.702 -3.736 1.756
S 0.787 -2.974 1.514
N -1.015 -4.106 3.044
C -3.393 -5.305 -0.143
H -3.099 -5.899 4.920
H -2.748 -4.208 5.286
H -1.444 -5.396 5.306
H -3.816 -5.800 2.523
H -0.333 -3.892 3.758
H -3.919 -6.223 0.104
H -2.737 -5.468 -0.996
H -4.136 -4.555 -0.425
*
```

LUMO = -5.0 eV
Highest occupied orbital energy = -12.444 eV
Gap between HOMO and LUMO = 7.4 eV
Energy relative to the best compared isomer or geometry (same formula, charge and spin) = 0.590 eV


# 2
The molecule C10H21N5O4. Source: OMol25; level of theory: the ωB97M-V functional and the def2-TZVPD basis.

ORCA input file:
```
! RIJCOSX wB97M-V def2-TZVPD def2/J DEFGRID3
* xyz 0 1
C 0.094 2.422 0.511
C 0.636 1.072 0.859
C -1.414 2.064 0.230
C -2.271 3.212 -0.227
C 2.328 -0.731 0.185
C 3.807 -0.531 -0.086
C 1.763 -1.901 -0.776
C 0.359 -2.441 -0.228
C -0.898 -1.776 -0.833
C -3.369 -1.420 -0.020
H 0.773 4.162 -0.652
H 0.360 2.686 -1.359
H 0.121 3.089 1.444
H -1.825 1.389 0.991
H -1.778 0.355 -0.635
H -2.080 3.935 0.593
H -2.259 3.690 -1.159
H -3.255 2.766 -0.056
H 1.762 1.273 -0.686
H 2.075 -0.995 1.249
H 1.683 -1.414 -1.802
H 2.661 -2.554 -0.708
H 0.366 -3.572 -0.230
H 0.325 -2.222 0.849
H -1.179 -2.189 -1.782
H -0.832 -0.644 -0.871
H -2.352 -2.909 0.407
H -4.528 -0.248 -0.963
H -4.012 -2.543 1.555
H -5.222 -1.647 0.847
H 5.353 -1.248 0.274
N 0.742 3.083 -0.532
N 1.660 0.660 0.106
N -2.097 -1.932 0.101
N -3.576 -0.350 -0.701
N -4.393 -2.146 0.677
O 0.130 0.475 1.822
O -1.213 1.106 -0.895
O 4.325 0.484 -0.388
O 4.419 -1.588 0.392
*
```

LUMO = 0.7 eV
SMILES string = [H]/N=C(\N)NCCC[C@H](NC(=O)[C@@H](N)[C@@H](C)O)C(=O)O
Highest occupied orbital energy = -8.711 eV
Gap between HOMO and LUMO = 9.4 eV
Energy relative to the best compared isomer or geometry (same formula, charge and spin) = 3.534 eV


# 3
A cluster of 2 separate species, C2H6N2O3 in total. Source: OMol25; level of theory: the ωB97M-V functional and the def2-TZVPD basis.

ORCA input file:
```
! RIJCOSX wB97M-V def2-TZVPD def2/J DEFGRID3
* xyz 0 1
C 0.183 1.270 -0.127
O 1.197 1.560 0.739
O 0.715 1.180 -1.372
O -0.975 1.684 0.054
H 0.737 1.996 1.481
H 1.678 1.192 -1.231
N -1.732 -1.015 -0.173
C 0.543 -1.782 0.404
N -0.367 -0.897 0.524
H -2.405 -0.347 0.212
H -1.552 -0.630 -1.106
H 0.525 -2.510 -0.419
H 1.453 -1.701 1.014
*
```

LUMO = 0.5 eV
SMILES string = O=C(O)O.C=NN
Highest occupied orbital energy = -9.334 eV
Gap between HOMO and LUMO = 9.9 eV
Energy relative to the best compared isomer or geometry (same formula, charge and spin) = 3.503 eV


# 4
A cluster of 15 separate species, C33H67Cl3F6N3O37S6 in total. Source: OMol25; level of theory: the ωB97M-V functional and the def2-TZVPD basis.

ORCA input file:
```
! RIJCOSX wB97M-V def2-TZVPD def2/J DEFGRID3
* xyz 1 1
N 2.598 5.548 -1.841
H 2.542 4.882 -2.598
H 2.099 4.985 -1.167
H 2.016 6.314 -2.149
H 3.588 5.641 -1.665
N -2.483 5.713 -2.293
H -2.740 5.145 -3.088
H -1.889 6.479 -2.576
H -1.992 5.011 -1.757
H -3.344 6.045 -1.884
N -0.381 0.583 -3.655
H -0.447 0.314 -2.684
H -1.116 1.199 -3.973
H -0.290 -0.203 -4.283
H 0.428 1.179 -3.761
C 4.146 2.495 -6.382
O 3.941 3.437 -7.490
O 3.179 2.886 -5.425
C 4.234 1.005 -6.878
F 3.645 0.256 -5.924
F 3.383 0.780 -7.901
F 5.423 0.455 -7.173
C 5.076 3.927 -8.214
C 4.474 4.966 -9.117
H 5.230 5.334 -9.811
H 3.603 4.748 -9.736
H 4.099 5.807 -8.533
H 5.552 3.192 -8.863
H 5.755 4.474 -7.560
H 5.130 2.704 -5.963
C 0.019 1.193 0.941
O 0.015 -0.046 0.218
O 0.024 2.166 -0.015
C -0.970 1.267 2.185
F -2.198 1.572 1.812
F -0.974 0.057 2.910
F -0.553 2.265 3.000
C 0.814 -1.120 0.758
C 0.889 -2.173 -0.343
H -0.068 -2.694 -0.368
H 1.224 -1.759 -1.294
H 1.674 -2.865 -0.038
H 0.347 -1.575 1.632
H 1.860 -0.923 0.994
H 0.992 1.141 1.429
C 2.691 -8.599 0.866
Cl 2.302 -9.922 2.012
Cl 1.184 -8.053 0.151
Cl 3.806 -9.288 -0.403
H 3.165 -7.723 1.307
C 2.567 -6.811 -5.318
C 3.544 -6.875 -6.451
C 3.824 -5.677 -7.252
O 5.219 -5.557 -7.103
C 5.741 -6.579 -6.387
O 6.916 -6.681 -6.043
O 4.772 -7.424 -5.980
H 2.614 -7.679 -4.660
H 1.526 -6.781 -5.641
H 2.794 -5.874 -4.809
H 3.228 -7.592 -7.209
H 3.449 -4.838 -6.666
H 3.334 -5.675 -8.225
C 0.916 7.644 5.957
C 1.460 8.355 4.711
C 2.313 7.404 3.739
O 1.573 7.399 2.568
C 0.346 8.016 2.725
O -0.617 7.915 1.979
O 0.303 8.660 3.941
H 0.623 6.618 5.737
H -0.031 8.089 6.265
H 1.709 7.498 6.691
H 2.070 9.206 5.013
H 2.343 6.361 4.053
H 3.298 7.824 3.536
C -1.537 1.306 8.214
C -0.086 1.150 8.677
C 0.989 1.414 7.689
O 1.641 2.557 8.179
C 1.140 2.850 9.379
O 1.575 3.806 10.098
O 0.221 2.018 9.780
H -1.535 0.584 7.397
H -1.755 2.312 7.856
H -2.149 0.930 9.034
H 0.062 0.179 9.151
H 0.619 1.603 6.681
H 1.702 0.595 7.594
C -8.354 2.641 -1.850
C -7.002 2.173 -1.242
O -6.637 3.245 -0.318
S -8.028 3.628 0.482
O -7.981 5.013 1.051
O -8.432 2.497 1.317
O -8.893 3.541 -0.914
H -9.025 1.782 -1.851
H -8.299 3.057 -2.856
H -6.156 2.055 -1.919
H -7.091 1.203 -0.752
C 5.762 1.848 0.140
C 6.385 0.797 0.993
O 6.723 1.561 2.150
S 5.679 2.739 2.531
O 6.509 3.904 2.959
O 4.614 2.229 3.420
O 5.250 2.827 0.963
H 4.864 1.559 -0.406
H 6.502 2.289 -0.527
H 7.294 0.443 0.507
H 5.702 -0.039 1.146
C -6.515 -0.879 4.780
C -6.492 0.316 5.695
O -7.845 0.299 6.042
S -8.491 -1.173 6.378
O -9.942 -1.165 6.193
O -7.844 -1.842 7.542
O -7.593 -1.715 5.123
H -5.666 -1.562 4.732
H -6.629 -0.443 3.788
H -6.182 1.227 5.181
H -5.985 0.020 6.613
C 3.159 -6.321 5.786
C 2.147 -7.174 6.568
O 0.894 -6.638 6.312
S 0.978 -4.972 5.995
O 1.274 -4.276 7.247
O -0.084 -4.460 5.099
O 2.409 -5.260 5.225
H 3.706 -6.895 5.038
H 3.833 -5.911 6.538
H 2.312 -7.051 7.639
H 2.155 -8.198 6.196
C -4.512 -5.593 1.633
C -6.042 -5.451 1.559
O -6.303 -4.278 0.784
S -4.941 -3.694 0.043
O -4.503 -2.525 0.781
O -4.980 -3.476 -1.377
O -4.025 -5.002 0.454
H -4.225 -6.640 1.544
H -4.109 -5.106 2.521
H -6.604 -5.255 2.472
H -6.440 -6.296 0.997
C -0.831 -2.069 -9.622
C -1.438 -0.754 -8.960
O -1.373 -1.047 -7.588
S -1.657 -2.619 -7.268
O -3.068 -2.980 -7.536
O -1.105 -2.881 -5.952
O -0.708 -3.024 -8.592
H 0.184 -1.878 -9.971
H -1.383 -2.369 -10.513
H -2.472 -0.601 -9.270
H -0.870 0.148 -9.189
*
```

LUMO = -5.1 eV
Highest occupied orbital energy = -8.793 eV
Gap between HOMO and LUMO = 3.7 eV


# 5
The molecule C4H6O2. Source: OMol25; level of theory: the ωB97M-V functional and the def2-TZVPD basis.

ORCA input file:
```
! RIJCOSX wB97M-V def2-TZVPD def2/J DEFGRID3
* xyz 0 1
O 1.748 0.703 -0.805
C 1.615 -0.437 -0.097
C -0.883 -0.442 0.055
C -1.283 0.943 0.350
O -1.018 0.538 -0.993
C 0.469 -1.003 0.298
H 0.862 0.936 -1.144
H 2.579 -0.884 0.137
H -1.692 -1.173 0.066
H -2.331 1.159 0.557
H -0.565 1.645 0.770
H 0.517 -1.966 0.794
*
```

LUMO = 1.0 eV
SMILES string = O/C=C\[C@H]1CO1
Highest occupied orbital energy = -8.788 eV
Gap between HOMO and LUMO = 9.8 eV
Energy relative to the best compared isomer or geometry (same formula, charge and spin) = 2.133 eV


# 6
The molecule C4H5NO. Source: OMol25; level of theory: the ωB97M-V functional and the def2-TZVPD basis.

ORCA input file:
```
! RIJCOSX wB97M-V def2-TZVPD def2/J DEFGRID3
* xyz 0 1
C -1.365 -0.369 -0.286
C 0.083 -0.565 -0.658
C 1.140 -0.004 0.312
O 0.444 -1.174 -1.636
C 0.880 1.378 0.718
N 0.657 2.471 1.024
H -1.999 -0.705 -1.109
H -1.593 -0.963 0.608
H -1.577 0.678 -0.046
H 2.118 -0.077 -0.171
H 1.156 -0.634 1.211
*
```

LUMO = 0.6 eV
SMILES string = CC(=O)CC#N
Highest occupied orbital energy = -10.433 eV
Gap between HOMO and LUMO = 11.0 eV
Energy relative to the best compared isomer or geometry (same formula, charge and spin) = 0.389 eV


# 7
The molecule C21H22N4O4. Source: OMol25; level of theory: the ωB97M-V functional and the def2-TZVPD basis.

ORCA input file:
```
! RIJCOSX wB97M-V def2-TZVPD def2/J DEFGRID3
* xyz 0 1
C 4.437 -4.624 -0.447
H 5.179 -4.144 -1.092
O 3.909 -3.720 0.494
C 3.262 -2.615 0.046
C 3.047 -2.300 -1.292
C 2.371 -1.144 -1.640
C 1.911 -0.281 -0.658
C 2.121 -0.593 0.684
C 2.784 -1.746 1.031
H 2.956 -1.999 2.065
H 1.764 0.079 1.448
N 1.189 0.898 -0.981
N 0.222 1.188 -0.118
C -0.562 2.206 -0.284
C -0.434 3.096 -1.404
C -1.265 4.198 -1.638
C -1.042 5.005 -2.730
C 0.010 4.743 -3.607
C 0.837 3.664 -3.392
C 0.624 2.829 -2.294
C 1.509 1.679 -2.093
O 2.451 1.408 -2.810
H 1.658 3.435 -4.054
H 0.174 5.389 -4.456
H -1.686 5.853 -2.909
H -2.082 4.390 -0.961
C -1.641 2.320 0.748
O -2.746 2.776 0.523
N -1.259 1.835 1.950
H -0.353 1.392 1.996
C -2.190 1.552 3.014
H -3.145 2.015 2.749
H -1.836 1.971 3.960
C -2.376 0.038 3.194
O -2.374 -0.493 4.283
N -2.507 -0.617 2.027
H -2.543 -0.089 1.168
C -2.581 -2.059 1.905
C -1.413 -2.554 1.053
H -1.436 -3.637 0.978
H -0.464 -2.257 1.492
H -1.473 -2.136 0.049
C -3.924 -2.465 1.304
H -4.030 -2.055 0.301
H -3.996 -3.548 1.244
H -4.739 -2.096 1.920
H -2.496 -2.451 2.923
H 2.212 -0.917 -2.681
H 3.397 -2.949 -2.079
H 3.649 -5.067 -1.065
H 4.919 -5.407 0.136
*
```

LUMO = -0.2 eV
SMILES string = COc1ccc(-n2nc(C(=O)NCC(=O)NC(C)C)c3ccccc3c2=O)cc1
Highest occupied orbital energy = -8.326 eV
Gap between HOMO and LUMO = 8.1 eV
Energy relative to the best compared isomer or geometry (same formula, charge and spin) = 1.425 eV


# 8
The molecule C2H4N2OS2. Source: OMol25; level of theory: the ωB97M-V functional and the def2-TZVPD basis.

ORCA input file:
```
! RIJCOSX wB97M-V def2-TZVPD def2/J DEFGRID3
* xyz 0 1
C 0.821 0.418 0.052
C -1.008 -1.102 1.869
H -0.335 2.061 -2.339
H -1.183 -0.147 -0.291
H 1.902 1.473 -1.168
H -0.834 -1.865 2.821
N -0.240 0.143 -0.825
N 1.953 0.966 -0.212
O -2.098 -0.849 1.234
S -0.259 0.674 -2.480
S 0.657 -0.573 1.658
*
```

LUMO = 0.0 eV
SMILES string = [H]/N=C(\NS)SC=O
Highest occupied orbital energy = -9.733 eV
Gap between HOMO and LUMO = 9.7 eV
Energy relative to the best compared isomer or geometry (same formula, charge and spin) = 2.035 eV


# 9
A structure of composition C10H18AgINO2. Source: OMol25; level of theory: the ωB97M-V functional and the def2-TZVPD basis.

ORCA input file:
```
! RIJCOSX wB97M-V def2-TZVPD def2/J DEFGRID3
* xyz 1 1
C 3.644 -0.636 0.981
C 2.999 0.484 0.155
C 1.706 0.995 0.801
O 0.772 1.486 -0.157
C -0.445 0.800 -0.394
C -0.173 -0.541 -1.114
C -1.308 -1.556 -1.268
C -1.733 -2.406 -0.048
I -0.299 -2.725 1.527
C -1.339 0.791 0.856
N -1.940 2.146 0.955
C -1.715 2.783 -0.314
O -1.914 3.953 -0.508
C -1.200 1.767 -1.303
H 3.661 -0.382 2.048
H 4.674 -0.819 0.666
H 3.099 -1.578 0.861
H 3.708 1.314 0.081
H 2.788 0.128 -0.856
H 1.942 1.841 1.456
H 1.260 0.223 1.437
H 0.115 -0.252 -2.133
H 0.715 -1.035 -0.701
H -2.214 -1.045 -1.625
H -1.024 -2.254 -2.060
H -2.623 -1.989 0.431
H -1.960 -3.419 -0.463
H -2.128 0.036 0.802
H -0.764 0.613 1.767
H -2.948 2.093 1.060
H -0.515 2.240 -2.006
H -2.056 1.305 -1.806
Ag -2.782 -4.361 0.873
*
```

LUMO = -6.2 eV
Highest occupied orbital energy = -11.972 eV
Gap between HOMO and LUMO = 5.7 eV